Below is a molecular structure, C26H60F6KNO16S2 at a distorted geometry, with properties calculated with ωB97M-V/def2-TZVPD.

Computed properties:
Lowest unoccupied orbital energy ... -0.7160 eV

XYZ file:
```
112
C26H60F6KNO16S2 | OMol25 | ωB97M-V/def2-TZVPD
K 3.055 -2.036 0.673
C 4.949 1.198 1.404
F 5.417 0.800 0.162
F 5.013 0.228 2.340
F 5.705 2.125 1.833
S 3.133 1.956 1.280
O 2.849 2.339 2.702
O 3.152 3.123 0.359
N 2.131 0.601 0.786
S 0.944 1.453 0.549
O 0.375 2.123 1.745
O 0.864 2.278 -0.627
C -0.431 0.089 0.198
F -0.294 -0.954 1.080
F -1.615 0.568 0.294
F -0.252 -0.450 -1.004
C 1.918 4.862 7.771
O 2.111 4.575 6.415
C 1.019 3.953 5.788
C -0.047 4.950 5.177
O 0.454 6.022 4.396
C 1.042 7.151 5.144
H 2.016 3.940 8.344
H 1.045 5.493 7.941
H 2.789 5.467 8.025
H 0.444 3.251 6.391
H 1.316 3.321 4.950
H -0.663 5.362 5.977
H -0.783 4.396 4.593
H 2.063 6.818 5.334
H 0.528 7.313 6.091
H 1.047 8.116 4.636
C 5.484 -3.090 3.495
O 4.481 -2.233 3.027
C 3.420 -1.875 3.979
C 2.428 -2.939 4.239
O 1.595 -3.058 2.993
C 0.425 -3.784 3.012
H 6.384 -3.007 2.885
H 5.060 -4.073 3.290
H 5.787 -3.042 4.541
H 3.048 -1.000 3.447
H 3.878 -1.538 4.909
H 1.833 -2.593 5.084
H 2.939 -3.828 4.610
H -0.294 -3.505 3.782
H 0.799 -4.797 3.164
H 0.014 -3.621 2.016
C -4.293 -5.454 -3.209
O -3.703 -4.892 -2.021
C -3.726 -3.415 -2.052
C -2.861 -2.858 -0.941
O -3.435 -2.939 0.411
C -3.090 -4.116 1.124
H -4.350 -6.540 -3.137
H -3.666 -5.151 -4.048
H -5.329 -5.122 -3.283
H -4.787 -3.170 -2.093
H -3.216 -3.204 -2.992
H -2.725 -1.792 -1.128
H -1.835 -3.212 -1.041
H -3.214 -5.046 0.569
H -3.689 -4.217 2.030
H -2.040 -4.036 1.404
C 3.673 1.968 -2.776
O 3.269 2.837 -3.812
C 2.425 3.928 -3.300
C 1.835 4.570 -4.570
O 2.855 4.995 -5.412
C 2.648 5.702 -6.613
H 4.252 2.441 -1.983
H 4.260 1.184 -3.256
H 2.796 1.526 -2.304
H 3.006 4.633 -2.706
H 1.735 3.568 -2.537
H 1.044 5.312 -4.465
H 1.337 3.787 -5.142
H 2.090 6.612 -6.393
H 1.980 5.016 -7.134
H 3.518 5.972 -7.210
C -8.214 2.394 -1.916
O -7.489 1.256 -1.752
C -6.324 1.449 -0.815
C -4.942 1.202 -1.517
O -4.363 2.316 -2.169
C -4.029 3.368 -1.270
H -8.422 2.814 -0.932
H -9.183 2.107 -2.325
H -7.727 3.189 -2.482
H -6.454 0.570 -0.183
H -6.420 2.287 -0.125
H -5.074 0.514 -2.351
H -4.098 0.933 -0.881
H -3.219 3.052 -0.612
H -4.868 3.800 -0.724
H -3.725 4.144 -1.972
C 1.485 -7.276 -4.309
O 0.823 -6.114 -5.059
C -0.345 -5.524 -4.514
C -0.265 -5.378 -2.994
O 0.904 -4.858 -2.351
C 1.124 -3.508 -2.619
H 1.667 -6.941 -3.288
H 2.503 -7.474 -4.646
H 0.988 -8.246 -4.286
H -1.195 -6.171 -4.729
H -0.596 -4.587 -5.011
H -0.335 -6.412 -2.659
H -1.181 -4.927 -2.611
H 2.035 -3.151 -2.138
H 0.296 -2.879 -2.292
H 1.301 -3.278 -3.670
```

Mulliken atomic charge list, values in e, 99 entries: atom 1 (K): 1.015, atom 2 (C): 0.558, atom 3 (F): -0.207, atom 4 (F): -0.206, atom 5 (F): -0.185, atom 6 (S): 0.704, atom 7 (O): -0.522, atom 8 (O): -0.482, atom 9 (N): 0.060, atom 10 (S): 0.673, atom 11 (O): -0.621, atom 12 (O): -0.579, atom 13 (C): 0.455, atom 14 (F): -0.278, atom 15 (F): -0.237, atom 16 (F): -0.249, atom 17 (C): -0.781, atom 18 (O): -0.279, atom 19 (C): -0.074, atom 20 (C): -0.718, atom 21 (O): -0.364, atom 22 (C): -0.650, atom 23 (H): 0.302, atom 24 (H): 0.318, atom 25 (H): 0.255, atom 26 (H): 0.302, atom 27 (H): 0.106, atom 28 (H): 0.435, atom 29 (H): 0.396, atom 30 (H): 0.243, atom 31 (H): 0.267, atom 32 (H): 0.260, atom 33 (C): -0.942, atom 34 (O): -0.210, atom 35 (C): -0.506, atom 36 (C): -0.621, atom 37 (O): -0.105, atom 38 (C): -0.764, atom 39 (H): 0.264, atom 40 (H): 0.320, atom 41 (H): 0.324, atom 42 (H): 0.149, atom 43 (H): 0.502, atom 44 (H): 0.400, atom 45 (H): 0.370, atom 46 (H): 0.347, atom 47 (H): 0.414, atom 48 (H): -0.054, atom 49 (C): -0.764, atom 50 (O): -0.339, atom 51 (C): -0.758, atom 52 (C): 0.153, atom 53 (O): -0.377, atom 54 (C): -0.118, atom 55 (H): 0.230, atom 56 (H): 0.297, atom 57 (H): 0.314, atom 58 (H): 0.528, atom 59 (H): 0.375, atom 60 (H): 0.209, atom 61 (H): -0.023, atom 62 (H): 0.280, atom 63 (H): 0.290, atom 64 (H): -0.224, atom 65 (C): -0.409, atom 66 (O): -0.380, atom 67 (C): -0.036, atom 68 (C): -0.736, atom 69 (O): -0.276, atom 70 (C): -0.723, atom 71 (H): 0.234, atom 72 (H): 0.353, atom 73 (H): 0.063, atom 74 (H): 0.260, atom 75 (H): 0.156, atom 76 (H): 0.444, atom 77 (H): 0.290, atom 78 (H): 0.279, atom 79 (H): 0.314, atom 80 (H): 0.217, atom 81 (C): -0.704, atom 82 (O): -0.311, atom 83 (C): -0.681, atom 84 (C): 0.205, atom 85 (O): -0.423, atom 86 (C): -0.566, atom 87 (H): 0.313, atom 88 (H): 0.264, atom 89 (H): 0.256, atom 90 (H): 0.285, atom 91 (H): 0.507, atom 92 (H): 0.211, atom 93 (H): -0.028, atom 94 (H): 0.180, atom 95 (H): 0.281, atom 96 (H): 0.257, atom 97 (C): -0.661, atom 98 (O): -0.395, atom 99 (C): -0.512

Below is a molecular structure, CH10BrN2O4Pt at a distorted geometry, with properties calculated with ωB97M-V/def2-TZVPD.

Computed properties:
Net charge ... +1
<S²> ... 2.015
Lowest unoccupied orbital energy (spin up / spin down) ... -6.5981 / -9.2900 eV
Spin multiplicity ... 3

XYZ file:
```
19
CH10BrN2O4Pt | OMol25 | ωB97M-V/def2-TZVPD
Pt 1.511 1.196 -2.502
Br 0.366 0.916 -0.979
C 0.273 -2.124 0.068
O 0.236 -3.212 0.550
N 0.384 -2.021 -1.224
N 0.340 -0.975 0.697
H 0.420 -2.827 -1.831
H 0.193 -1.124 -1.647
H 0.163 -0.908 1.689
H 0.449 -0.111 0.186
O -2.129 1.025 -0.302
H -1.179 1.094 -0.210
H -2.281 1.037 -1.246
O 0.619 2.585 0.944
H 0.850 2.129 0.135
H 0.291 1.896 1.523
O -0.213 0.831 1.534
H -0.725 0.046 1.726
H 0.432 0.544 0.888
```

The molecule's Mulliken atomic charges, reported in e, are given here: atom 1 (Pt): 0.348, atom 2 (Br): -0.432, atom 3 (C): 0.449, atom 4 (O): -0.572, atom 5 (N): -0.199, atom 6 (N): -0.316, atom 7 (H): 0.222, atom 8 (H): 0.027, atom 9 (H): 0.060, atom 10 (H): 0.895, atom 11 (O): -0.625, atom 12 (H): 0.642, atom 13 (H): 0.312, atom 14 (O): -0.587, atom 15 (H): 0.427, atom 16 (H): 0.546, atom 17 (O): -0.713, atom 18 (H): 0.381, atom 19 (H): 0.135

Below is a molecular structure, C5H11NOS at a distorted geometry, with properties calculated with ωB97M-V/def2-TZVPD.

Computed properties:
Lowest unoccupied orbital energy ... -1.4441 eV

XYZ file:
```
19
C5H11NOS | OMol25 | ωB97M-V/def2-TZVPD
C 1.025 0.756 -0.177
C 1.995 -0.061 -0.813
S 1.922 -1.269 0.515
C -0.405 0.784 -0.535
N -1.302 0.858 0.624
C -2.664 0.739 0.067
C -1.164 -0.288 1.577
O -0.877 0.762 -1.636
H 1.325 1.444 0.605
H -0.870 -2.319 -0.473
H 2.980 0.342 -1.023
H 1.580 -0.514 -1.713
H -0.878 -1.828 -1.029
H -2.727 -0.211 -0.473
H -3.414 0.774 0.854
H -2.875 1.507 -0.674
H -1.867 -1.106 1.427
H -1.341 0.133 2.567
H -0.157 -0.669 1.508
```

The molecule's Mulliken atomic charges, reported in e, are given here: atom 1 (C): -0.419, atom 2 (C): -0.456, atom 3 (S): -0.179, atom 4 (C): 0.443, atom 5 (N): -0.060, atom 6 (C): -0.958, atom 7 (C): -0.722, atom 8 (O): -0.499, atom 9 (H): 0.427, atom 10 (H): 0.149, atom 11 (H): 0.384, atom 12 (H): 0.279, atom 13 (H): -0.144, atom 14 (H): 0.393, atom 15 (H): 0.333, atom 16 (H): 0.293, atom 17 (H): 0.317, atom 18 (H): 0.275, atom 19 (H): 0.145

Respective DFT total energy values: -4280.2784 -3147.0192 -725.1701 Ha.
Respective relative energy (zero: lowest compared OMol25 entry of this formula, charge and spin) values: 75.2 280.0 97.1 kcal per mole.